No. 1
Formula: C35H85Cl4N7O14
Source: OMol25
Level of theory: ωB97M-V/def2-TZVPD

Last column: Löwdin charge in e.
Cartesian coordinates (Å):
C: 1.00 2.53 5.37  -0.095
C: 1.78 3.60 4.60  -0.262
C: 0.89 4.60 3.89  -0.230
C: 0.32 4.18 2.53  -0.214
C: 1.35 3.65 1.55  -0.270
C: 2.42 4.67 1.13  -0.084
H: 0.44 1.84 4.74  0.060
H: 0.40 2.93 6.18  0.075
H: 1.78 1.90 5.80  0.044
H: 2.43 4.15 5.29  0.109
H: 2.47 3.13 3.90  0.095
H: 1.42 5.55 3.79  0.106
H: 0.05 4.83 4.56  0.109
H: -0.40 3.38 2.73  0.093
H: -0.22 5.05 2.11  0.102
H: 1.80 2.78 2.02  0.089
H: 0.87 3.24 0.65  0.078
H: 3.04 4.34 0.30  0.045
H: 2.07 5.67 0.88  0.078
H: 3.11 4.70 1.98  0.073
C: 2.62 -1.90 1.54  -0.082
C: 2.66 -0.77 0.50  -0.249
C: 1.38 0.07 0.42  -0.199
C: 0.31 -0.60 -0.46  -0.238
C: -0.98 0.21 -0.69  -0.249
C: -0.80 1.35 -1.68  -0.092
H: 2.46 -1.47 2.53  0.055
H: 3.59 -2.39 1.57  0.058
H: 1.83 -2.60 1.27  0.035
H: 3.44 -0.03 0.74  0.093
H: 2.91 -1.13 -0.50  0.087
H: 1.60 1.01 -0.10  0.089
H: 1.01 0.39 1.40  0.100
H: 0.76 -0.88 -1.41  0.088
H: -0.10 -1.52 -0.02  0.058
H: -1.77 -0.48 -1.01  0.084
H: -1.34 0.56 0.29  0.074
H: 0.03 2.04 -1.55  0.053
H: -0.52 0.81 -2.60  0.069
H: -1.76 1.82 -1.91  0.055
C: -4.43 3.93 1.89  -0.101
C: -4.50 2.41 1.92  -0.243
C: -3.18 1.78 2.35  -0.235
C: -3.21 0.25 2.47  -0.238
C: -1.91 -0.40 2.94  -0.269
C: -1.98 -1.92 3.16  -0.095
H: -3.44 4.29 1.61  0.048
H: -4.67 4.37 2.86  0.073
H: -5.15 4.37 1.21  0.067
H: -5.29 2.03 2.57  0.109
H: -4.60 2.07 0.88  0.090
H: -2.79 2.12 3.31  0.116
H: -2.42 2.00 1.59  0.088
H: -4.00 -0.07 3.17  0.114
H: -3.55 -0.21 1.53  0.105
H: -1.08 -0.13 2.28  0.077
H: -1.71 0.00 3.94  0.103
H: -2.77 -2.12 3.89  0.073
H: -2.19 -2.43 2.23  0.051
H: -1.03 -2.22 3.59  0.069
C: -8.58 -4.70 -4.62  -0.115
C: -7.80 -3.69 -5.47  -0.276
C: -6.37 -3.43 -5.02  -0.231
C: -6.29 -2.91 -3.59  -0.237
C: -4.89 -2.39 -3.21  -0.255
C: -4.87 -1.95 -1.74  -0.124
H: -9.52 -4.93 -5.11  0.069
H: -8.74 -4.35 -3.60  0.064
H: -8.00 -5.62 -4.49  0.075
H: -7.86 -4.01 -6.51  0.102
H: -8.36 -2.74 -5.48  0.106
H: -5.88 -2.76 -5.73  0.111
H: -5.77 -4.35 -5.06  0.114
H: -7.03 -2.12 -3.41  0.118
H: -6.60 -3.67 -2.86  0.111
H: -4.12 -3.13 -3.40  0.098
H: -4.71 -1.50 -3.82  0.097
H: -5.67 -1.27 -1.44  0.064
H: -4.97 -2.85 -1.12  0.077
H: -3.91 -1.52 -1.46  0.045
Cl: 0.75 -3.89 -0.92  0.614
C: -0.69 -4.45 -1.83  -0.624
C: -1.94 -4.13 -1.07  -0.651
Cl: -2.08 -5.17 0.39  0.543
H: -0.61 -5.50 -2.08  0.075
H: -0.61 -3.89 -2.76  0.063
H: -2.81 -4.38 -1.69  0.058
H: -2.09 -3.10 -0.74  0.045
Cl: 5.49 4.33 -4.25  0.534
C: 4.00 3.35 -4.04  -0.656
C: 3.53 3.33 -2.60  -0.634
Cl: 4.58 2.24 -1.62  0.580
H: 4.19 2.37 -4.47  0.042
H: 3.22 3.80 -4.64  0.076
H: 2.49 3.06 -2.50  0.061
H: 3.64 4.32 -2.18  0.058
C: -5.23 1.38 -2.37  0.024
N: -5.21 2.80 -2.71  -0.430
O: -5.52 3.16 -3.83  0.091
O: -4.96 3.58 -1.80  0.038
H: -4.22 1.07 -2.08  0.090
H: -5.58 0.79 -3.21  0.093
H: -5.91 1.22 -1.54  0.103
C: -1.95 4.71 -0.81  0.030
N: -0.97 5.18 -1.82  -0.436
O: 0.15 4.70 -1.73  0.039
O: -1.35 5.89 -2.71  0.092
H: -1.67 3.72 -0.44  0.073
H: -2.96 4.66 -1.19  0.074
H: -1.84 5.32 0.08  0.097
C: 6.46 -4.58 4.04  0.069
N: 5.34 -3.57 4.03  -0.444
O: 5.60 -2.44 4.38  0.051
O: 4.23 -3.97 3.75  0.063
H: 6.45 -4.84 5.09  0.110
H: 7.34 -4.05 3.71  0.080
H: 6.19 -5.36 3.33  0.102
C: 3.03 -0.99 5.44  0.033
N: 3.91 -0.59 6.58  -0.444
O: 3.94 0.58 6.89  0.056
O: 4.58 -1.45 7.11  0.059
H: 2.02 -0.70 5.71  0.095
H: 3.14 -2.07 5.37  0.073
H: 3.41 -0.53 4.54  0.092
C: 1.43 -1.33 -5.06  0.056
N: 2.47 -0.97 -4.06  -0.449
O: 2.69 -1.79 -3.21  0.068
O: 3.02 0.09 -4.23  0.053
H: 1.89 -1.11 -6.02  0.099
H: 0.61 -0.63 -4.95  0.095
H: 1.23 -2.39 -4.95  0.092
C: 7.31 -2.32 1.54  0.046
N: 7.85 -3.33 0.57  -0.446
O: 9.05 -3.34 0.40  0.060
O: 7.06 -4.07 0.04  0.067
H: 7.09 -1.43 0.96  0.075
H: 8.05 -2.12 2.30  0.101
H: 6.43 -2.78 1.95  0.064
C: 6.49 -0.53 -2.89  0.035
N: 5.89 -1.14 -1.68  -0.421
O: 5.99 -0.55 -0.62  0.008
O: 5.46 -2.26 -1.81  0.070
H: 6.72 0.52 -2.77  0.074
H: 5.79 -0.77 -3.69  0.089
H: 7.43 -1.02 -3.15  0.104

As for the net charge: 0. The total energy comes out at -126840.134 eV. The HOMO-LUMO gap is 10.2 eV. As for the spin multiplicity: 1.

=====

No. 2
Formula: C35H85F5N4O26P7S
Source: OMol25
Level of theory: ωB97M-V/def2-TZVPD

Last column: Löwdin charge in e.
Cartesian coordinates (Å):
C: -3.64 1.08 1.63  -0.122
C: -3.50 -0.13 2.53  -0.234
C: -2.05 -0.58 2.82  -0.191
C: -1.00 0.51 2.66  -0.225
C: 0.39 -0.13 2.76  -0.200
C: 1.43 0.79 3.42  -0.182
C: 2.84 0.46 2.90  -0.179
C: 3.56 1.66 2.27  -0.161
C: 2.64 2.55 1.47  -0.181
N: 1.71 1.78 0.66  0.156
C: 0.73 2.20 -0.10  -0.340
N: 0.03 1.32 -0.78  0.246
C: -0.84 1.98 -1.44  -0.323
C: -1.72 1.19 -2.30  0.035
N: -0.72 3.29 -1.17  -0.031
P: -1.62 4.65 -1.75  0.145
O: -2.12 5.53 -0.54  -0.153
O: -2.92 4.30 -2.53  -0.141
S: -0.50 5.74 -2.85  0.393
N: 0.34 3.43 -0.29  0.052
C: 0.75 4.70 0.24  -0.112
C: 0.05 4.98 1.59  -0.124
C: 0.98 5.60 2.65  -0.062
C: 0.34 6.84 3.19  -0.516
F: 0.15 7.75 2.24  0.158
F: -0.85 6.53 3.70  0.157
C: 1.18 7.52 4.28  -0.679
F: 0.56 8.53 4.78  0.237
F: 1.43 6.65 5.22  0.211
F: 2.30 7.90 3.75  0.211
H: -3.40 0.84 0.61  0.055
H: -4.69 1.37 1.63  0.069
H: -3.09 1.94 1.98  0.052
H: -4.03 0.00 3.47  0.099
H: -3.99 -0.95 2.03  0.100
H: -1.80 -1.40 2.17  0.117
H: -2.01 -0.91 3.85  0.111
H: -1.08 1.26 3.43  0.114
H: -1.05 0.99 1.70  0.073
H: 0.73 -0.54 1.82  0.101
H: 0.28 -1.00 3.42  0.110
H: 1.16 1.83 3.35  0.088
H: 1.41 0.54 4.47  0.110
H: 3.43 0.15 3.74  0.110
H: 2.85 -0.38 2.23  0.107
H: 4.32 1.26 1.61  0.115
H: 4.08 2.25 3.01  0.118
H: 3.26 3.13 0.80  0.124
H: 2.13 3.27 2.08  0.089
H: 1.84 0.79 0.67  0.142
H: -1.16 0.28 -2.54  0.077
H: -1.97 1.66 -3.23  0.081
H: -2.61 0.89 -1.79  0.091
H: -2.73 5.00 -0.01  0.106
H: -2.73 4.12 -3.46  0.096
H: 0.51 5.52 -0.41  0.066
H: 1.80 4.76 0.40  0.112
H: -0.77 5.67 1.45  0.087
H: -0.40 4.06 1.94  0.119
H: 1.01 4.93 3.49  0.127
H: 1.97 5.84 2.28  0.135
C: -7.77 5.92 -0.31  -0.105
O: -7.60 5.26 -1.60  -0.230
P: -7.71 6.15 -3.01  0.526
O: -8.38 5.20 -3.90  -0.232
O: -6.09 6.15 -3.25  -0.239
C: -5.23 6.66 -2.22  -0.126
O: -7.92 7.57 -3.84  -0.212
C: -7.85 8.82 -3.12  -0.099
H: -8.48 5.35 0.28  0.088
H: -6.82 5.95 0.21  0.078
H: -8.15 6.94 -0.42  0.076
H: -4.81 5.83 -1.65  0.060
H: -5.77 7.33 -1.55  0.070
H: -4.42 7.21 -2.70  0.098
H: -6.85 8.98 -2.72  0.076
H: -8.58 8.84 -2.30  0.080
H: -8.09 9.62 -3.81  0.090
C: -2.02 -3.70 -5.38  -0.087
O: -1.20 -2.49 -5.24  -0.226
P: 0.19 -2.59 -4.34  0.574
O: 0.19 -1.24 -3.72  -0.262
O: 1.11 -2.63 -5.70  -0.280
C: 0.91 -3.69 -6.65  -0.111
O: 1.44 -3.24 -3.44  -0.223
C: 1.53 -4.68 -3.31  -0.097
H: -3.05 -3.46 -5.14  0.078
H: -1.96 -4.05 -6.41  0.083
H: -1.68 -4.49 -4.71  0.080
H: 0.30 -3.33 -7.47  0.096
H: 0.44 -4.56 -6.20  0.074
H: 1.88 -3.99 -7.04  0.084
H: 1.74 -5.14 -4.27  0.079
H: 0.61 -5.09 -2.89  0.084
H: 2.35 -4.90 -2.63  0.090
C: 2.84 -6.86 4.79  -0.107
O: 2.56 -5.57 4.17  -0.233
P: 1.39 -4.55 4.82  0.578
O: 0.90 -4.03 3.53  -0.265
O: 2.53 -3.57 5.45  -0.256
C: 3.43 -4.08 6.45  -0.105
O: 0.19 -3.86 5.77  -0.242
C: -0.09 -4.44 7.06  -0.115
H: 2.84 -7.62 4.01  0.084
H: 3.83 -6.83 5.25  0.084
H: 2.11 -7.12 5.54  0.075
H: 4.39 -4.33 5.99  0.067
H: 3.03 -4.96 6.95  0.075
H: 3.60 -3.31 7.19  0.091
H: 0.77 -4.33 7.73  0.078
H: -0.34 -5.50 6.97  0.080
H: -0.94 -3.92 7.49  0.085
C: 5.66 1.23 -8.97  -0.109
O: 6.36 0.00 -9.30  -0.226
P: 5.89 -1.44 -8.60  0.529
O: 7.18 -2.11 -8.39  -0.234
O: 5.16 -1.97 -9.96  -0.241
C: 4.13 -1.19 -10.57  -0.122
O: 4.91 -2.35 -7.61  -0.216
C: 3.67 -1.76 -7.13  -0.101
H: 6.39 1.99 -8.71  0.086
H: 5.09 1.56 -9.84  0.082
H: 4.98 1.10 -8.13  0.073
H: 4.56 -0.63 -11.41  0.091
H: 3.67 -0.49 -9.87  0.065
H: 3.36 -1.86 -10.95  0.090
H: 2.99 -1.57 -7.96  0.084
H: 3.87 -0.83 -6.59  0.087
H: 3.21 -2.46 -6.44  0.056
C: -7.96 -1.73 -3.66  -0.096
O: -6.79 -2.49 -4.05  -0.229
P: -6.56 -4.02 -3.46  0.527
O: -5.10 -4.04 -3.28  -0.247
O: -7.00 -4.71 -4.87  -0.246
C: -8.28 -4.42 -5.44  -0.116
O: -6.99 -5.39 -2.60  -0.218
C: -8.35 -5.49 -2.11  -0.104
H: -7.65 -0.74 -3.35  0.085
H: -8.63 -1.63 -4.51  0.082
H: -8.51 -2.20 -2.84  0.078
H: -8.18 -3.66 -6.22  0.091
H: -9.00 -4.07 -4.70  0.067
H: -8.67 -5.33 -5.89  0.093
H: -9.06 -5.55 -2.93  0.078
H: -8.59 -4.64 -1.47  0.080
H: -8.42 -6.40 -1.52  0.090
C: 9.53 -1.83 7.43  -0.102
O: 8.14 -2.24 7.23  -0.228
P: 7.64 -3.75 7.73  0.547
O: 6.70 -4.11 6.66  -0.239
O: 6.86 -3.12 9.03  -0.251
C: 7.58 -2.33 9.98  -0.118
O: 7.83 -5.22 8.49  -0.220
C: 9.02 -5.45 9.28  -0.101
H: 9.91 -1.43 6.49  0.087
H: 9.57 -1.05 8.19  0.083
H: 10.16 -2.66 7.74  0.077
H: 7.40 -1.27 9.78  0.090
H: 8.65 -2.52 9.96  0.067
H: 7.21 -2.57 10.97  0.092
H: 9.04 -4.79 10.15  0.077
H: 9.91 -5.30 8.68  0.081
H: 9.00 -6.48 9.62  0.089

As for the net charge: +1. The total energy comes out at -186305.409 eV. The HOMO-LUMO gap is 8.2 eV. As for the spin multiplicity: 1.